Record 1
Molecular formula: C16H17ClN3ReSSbSe4
Method: DFT, ωB97M-V/def2-TZVPD

XYZ file:
```
44
Properties=species:S:1:pos:R:3:forces:R:3:mulliken_charge:R:1
Re 1.81371 -0.86132 -1.22177 -0.324 1.479 2.267 1.117
Sb 3.83321 -3.10452 0.74042 0.967 -1.095 0.761 0.877
Se 4.09891 -1.54697 -1.27409 -0.698 0.131 0.258 -0.188
Se 1.31149 -2.52317 0.86545 1.537 0.303 -1.225 -0.048
Se 5.71455 -3.34550 2.45409 -0.840 0.403 -0.587 -0.044
Se 5.44681 -5.13717 0.82648 -1.009 0.804 -0.221 -0.038
Cl 1.79212 0.14502 -3.37589 0.633 0.852 -0.043 0.037
S -0.28287 0.13796 1.06364 -0.106 0.856 0.439 0.212
N 0.82479 -3.13934 -2.77291 -0.788 0.017 -0.139 -0.084
N 1.05121 0.44365 0.08326 0.516 -1.314 -0.509 -0.628
N 0.42616 -1.98248 -2.22679 -1.742 -0.587 -0.674 0.253
C -1.30215 -3.05856 -3.21385 -1.290 0.761 -0.731 -0.861
C -2.20530 1.92898 -2.00839 1.558 -0.091 -1.182 -0.545
C -0.38789 3.25008 3.73898 1.963 -0.513 0.741 -0.723
C -1.17047 1.41791 -1.21867 -1.058 1.191 0.632 -0.784
C -0.90255 -1.90124 -2.56750 0.827 -0.244 1.272 -0.268
C -1.53099 0.90503 0.01865 -0.057 -0.863 0.066 0.816
C -0.16478 1.19737 2.51422 -0.940 -0.101 -1.049 0.800
C -0.11978 1.11668 4.91105 0.044 0.953 -1.338 -0.545
C -0.13351 2.51380 4.95285 -0.895 -1.418 -3.642 -0.492
C -0.16374 -3.78388 -3.40696 1.690 -0.931 -0.097 -0.047
C -3.87261 1.11608 -0.48629 1.201 -0.757 1.591 -0.523
C -3.51297 1.63835 -1.71462 -0.705 -0.029 0.830 -0.676
C -2.84891 0.74476 0.42116 -0.079 1.089 -2.571 -0.623
C 2.58017 1.06476 -2.05042 -0.953 -2.977 -0.099 -0.633
C -0.17682 0.46160 3.66915 0.723 0.731 1.548 -0.341
C -0.32350 2.59840 2.51865 -0.362 -0.063 -0.203 -0.233
H -2.31743 -3.24808 -3.58185 0.667 -0.037 0.216 0.420
H -0.23432 4.33646 3.74477 -0.681 -0.421 0.100 0.347
H 0.00751 -0.58102 3.71313 -0.222 -0.975 -0.389 0.376
H 1.78153 -3.32733 -2.77255 1.621 -0.797 -0.151 0.091
H 0.08152 0.48514 5.73569 0.008 -0.132 1.018 0.433
H -1.50242 -1.10858 -2.18349 -0.245 0.520 -0.008 0.422
H 0.17744 3.03475 5.77039 0.240 1.298 2.458 0.501
H 0.15795 -4.68211 -3.94773 -0.802 0.283 0.246 0.479
H -4.88422 0.94894 -0.12311 0.019 0.122 -0.596 0.445
H 3.62619 1.19065 -2.21537 0.446 0.460 -0.100 0.516
H -1.93290 2.51200 -2.90880 -0.347 -0.584 0.490 0.422
H -3.08236 0.30433 1.32251 -0.541 -0.795 1.960 0.592
H 1.25938 1.41950 0.19459 0.584 0.560 -0.385 0.498
H -4.29919 1.81971 -2.39382 -0.602 0.612 -0.812 0.517
H -0.13783 1.61250 -1.40880 0.106 0.130 -0.551 0.405
H -0.38383 3.17716 1.59461 -0.017 -0.212 0.207 0.354
H 1.88869 1.80970 -1.78005 -0.050 1.382 0.203 0.395
```
Positions in Å, forces in eV/Å.

Its net charge is +3. The value obtained for the calculated total energy is -11565.7020 a.u.

***

Record 2
Molecular formula: C5H4BrO2
Method: DFT, ωB97M-V/def2-TZVPD

XYZ file:
```
12
Properties=species:S:1:pos:R:3:forces:R:3:mulliken_charge:R:1
Br -2.41491 -2.27540 2.83439 -0.107 -0.380 0.442 -0.220
O -2.82693 1.75074 2.47875 -0.721 0.489 -0.930 -0.708
O -1.29763 0.80492 3.73129 1.211 -1.569 0.626 -0.670
C -0.33749 -0.02047 0.41678 0.994 0.541 -0.476 0.395
C 0.92431 0.49195 -0.09054 1.226 -1.093 -1.927 -1.105
C -2.65114 -0.52214 2.08211 6.765 0.613 -1.868 -0.167
C -1.35199 -0.34852 0.94574 -3.440 -0.981 2.766 -0.400
C -2.15724 0.78944 2.87622 -2.299 1.063 0.360 0.695
H -3.40950 -0.56937 1.39394 -2.498 0.458 -0.697 0.422
H 1.64926 0.62235 0.72299 -0.296 0.237 -0.099 0.271
H 1.43315 -0.32960 -0.78425 -1.023 1.788 1.111 0.241
H 0.80403 1.45592 -0.67567 0.189 -1.165 0.692 0.246
```
Positions in Å, forces in eV/Å.

Its net charge is -1. As for the energy relative to the best compared isomer or geometry (same formula, charge and spin): 1.306 eV. The value obtained for the calculated total energy is -2917.3756 a.u.

***

Looking at HOMO-LUMO gap for the records above, in order, we have 0.19737, 0.28646 Ha.